Below is 2 unconnected molecules or ions with the total composition C29H41N7O2S in a non-equilibrium geometry, with properties calculated with ωB97M-V with the def2-TZVPD basis set.

Positions of all 80 atoms, in Å:
C  -3.497  -1.793  2.244
H  -3.706  -2.838  2.047
H  -3.649  -1.170  1.218
H  -4.020  -1.389  2.978
C  -2.020  -1.911  2.243
O  -1.462  -2.288  1.282
C  -0.123  -2.316  1.348
C  0.520  -2.637  -0.121
C  1.854  -2.675  -0.252
C  2.798  -2.297  0.848
C  2.115  -1.573  2.048
C  0.696  -1.651  2.097
H  0.424  -1.558  3.019
H  2.829  -1.333  2.870
N  4.123  -2.371  0.648
H  4.548  -2.017  1.708
C  4.933  -2.382  -0.402
C  5.694  -1.034  -0.354
C  7.172  -0.731  -0.245
C  7.335  0.592  -0.043
C  6.152  1.204  -0.478
N  5.079  0.382  -0.403
C  3.882  0.707  -0.755
N  2.973  -0.138  -1.190
N  1.811  0.477  -1.704
C  1.770  1.530  -1.003
N  0.557  2.030  -1.041
C  0.405  3.556  -0.253
H  1.218  3.930  -0.088
C  -0.024  2.971  1.269
H  -0.270  4.027  1.712
H  0.736  2.464  1.564
C  -1.252  2.126  1.213
C  -2.595  2.678  0.781
O  -2.656  3.726  0.101
N  -3.632  2.410  1.347
C  -4.994  2.553  0.740
C  -5.724  1.354  0.565
H  -5.720  0.564  1.043
H  -6.881  1.719  0.206
C  -4.955  0.778  -0.829
N  -4.923  -0.504  -0.720
C  -3.914  -1.025  -1.938
C  -3.492  -2.590  -1.753
C  -4.792  -3.259  -1.979
C  -5.586  -2.896  -0.934
C  -5.927  -1.453  -1.085
H  -6.611  -1.145  -0.357
H  -6.409  -1.091  -2.239
H  -6.805  -3.320  -1.000
H  -5.360  -2.940  0.049
H  -4.417  -4.323  -1.762
H  -4.891  -3.190  -3.024
H  -2.636  -2.812  -2.433
H  -2.879  -2.646  -0.678
H  -2.881  -0.265  -1.656
H  -4.242  -0.892  -3.055
H  -4.147  1.359  -1.026
H  -5.605  1.239  -1.849
H  -5.436  2.884  2.078
H  -4.881  3.294  0.106
H  -3.522  1.343  1.923
C  -1.023  0.926  0.148
H  -2.122  0.278  0.246
C  -0.654  1.333  -1.129
H  -0.452  0.544  -1.818
H  -1.438  2.007  -1.516
H  -0.203  0.404  0.698
H  -1.550  1.606  2.276
H  -0.362  4.068  -0.276
S  3.258  2.290  -0.221
H  6.058  2.241  -0.356
H  8.251  0.977  -0.024
H  7.773  -1.393  -0.196
H  4.281  -2.347  -1.327
H  5.680  -3.061  -0.640
H  2.245  -3.003  -1.130
H  -0.090  -2.976  -0.832
H  -1.556  -2.280  3.077
H  -1.716  -0.751  2.716

* largest force on an atom: 17.0 eV/A
* LUMO level: 0.455 eV



Below is 2 unconnected molecules or ions with the total composition C3H9NO2 in a non-equilibrium geometry, with properties calculated with ωB97M-V with the def2-TZVPD basis set.

Positions of all 15 atoms, in Å:
C  -1.565  1.771  -0.519
N  -1.342  0.370  -0.189
C  -0.039  -0.148  -0.041
C  -0.009  -1.631  0.385
O  0.958  0.523  -0.261
H  -0.614  2.287  -0.612
H  -2.044  1.962  -1.443
H  -2.174  2.267  0.210
H  -2.123  -0.149  0.229
H  -0.965  -2.123  0.415
H  0.336  -1.576  1.473
H  0.712  -2.143  -0.230
O  3.018  -0.893  0.275
H  3.672  -0.204  0.027
H  2.179  -0.311  0.281

* largest force on an atom: 2.6 eV/A
* energy above the lowest of the compared OMol25 structures with the same formula, charge and spin: 17.0 kcal per mole
* LUMO level: 0.716 eV



Number 1: energy -56070.772 eV, Kohn-Sham gap 7.45 eV. Number 2: energy -8842.218 eV, Kohn-Sham gap 10.70 eV.